Record 1
Below is C3H4Cl2 in the gas phase, with properties calculated with the ωB97M-V functional and the def2-TZVPD basis.

The geometry in XYZ format:
```
9
Properties=species:S:1:pos:R:3:forces:R:3
C -0.60284 1.06710 -0.57407 0.8985 -0.3370 2.2018
C -0.50301 -0.19295 -0.14093 1.1578 1.2138 0.6733
Cl -1.74165 -1.36824 -0.36796 0.4426 -0.2300 -0.4953
C 0.75496 -0.49161 0.65741 -1.8543 -5.4562 -2.7603
Cl 2.04968 -0.98711 -0.59384 -0.2440 1.1204 0.9195
H -1.25899 1.22302 -1.32985 -2.2881 1.0247 -1.8947
H -0.14296 1.95038 -0.06209 0.2694 -1.2093 -0.9356
H 0.74837 0.30416 1.28135 1.8271 2.4889 1.9703
H 0.69645 -1.50475 1.12998 -0.2090 1.3847 0.3210
```
Forces are in eV/Å.

The LUMO energy is 0.61 eV. For the relative energy (zero: lowest compared OMol25 entry of this formula, charge and spin), the calculation gives 116.22 kJ/mol. The value obtained for the highest occupied orbital energy is -0.353 hartree. The calculation puts the total energy at -28218.9549 eV. As for the SMILES: C=C(Cl)CCl. The gap between HOMO and LUMO comes out at 0.37506 Eh.

Record 2
Below is C2H6N4S in the gas phase, with properties calculated with the ωB97M-V functional and the def2-TZVPD basis.

The geometry in XYZ format:
```
13
Properties=species:S:1:pos:R:3:forces:R:3
H -3.97259 -1.84620 -0.58263 1.7951 1.0320 1.3817
N -3.27266 -1.06275 -0.28178 -0.4672 -0.1967 -0.7881
N -2.26970 -1.31041 0.30773 -0.9605 -0.2498 -0.7730
N -1.28163 0.09490 0.28397 -0.7050 -0.3459 -0.5159
S -1.78712 1.58618 0.06444 -1.7440 1.4383 0.1683
N -0.14800 -0.31765 0.24611 1.6718 -2.0579 0.7392
C 0.90118 0.64519 0.27531 2.0461 0.0003 -1.7242
C 2.25693 0.05654 -0.15707 0.5509 2.4035 -2.7164
H 0.73274 1.44470 -0.46467 -0.4691 0.2473 0.8863
H 1.07013 0.93050 1.28754 -0.6172 1.0036 0.8904
H 3.17262 0.82889 -0.03723 -2.3212 -1.7638 -0.1993
H 2.44909 -0.83387 0.31802 0.7357 -1.9732 1.4028
H 2.14901 -0.21602 -1.25975 0.4845 0.4623 1.2483
```
Forces are in eV/Å.

The LUMO energy is 0.03 eV. For the relative energy (zero: lowest compared OMol25 entry of this formula, charge and spin), the calculation gives 480.93 kJ/mol. The value obtained for the highest occupied orbital energy is -0.314 hartree. The calculation puts the total energy at -18962.0609 eV. As for the SMILES: [H]/N=N/[N+]([S-])=N/CC. The gap between HOMO and LUMO comes out at 0.31561 Eh.

Record 3
Below is C14H23NO11 in the gas phase, with properties calculated with the ωB97M-V functional and the def2-TZVPD basis.

The geometry in XYZ format:
```
49
Properties=species:S:1:pos:R:3:forces:R:3
C -0.39235 -4.59531 1.02065 -0.1771 0.0001 -0.1821
C -0.04708 -3.41588 0.14567 0.2960 -0.2832 0.4366
O -0.68220 -3.11583 -0.84940 -0.3244 0.0161 -0.3323
N 1.05325 -2.73820 0.53977 0.2083 0.2049 0.1048
C 1.44067 -1.48673 -0.06139 -0.1128 0.4957 -0.0112
C 2.95606 -1.33078 -0.13570 -0.0569 0.3078 -0.3158
C 3.31718 0.04167 -0.71508 -0.4987 -0.0890 0.2705
O 4.70576 0.21122 -0.61469 0.3289 0.0417 -0.0079
C 2.56208 1.15240 0.04626 0.4793 0.1547 -0.2989
C 2.75649 2.52544 -0.61454 -0.7026 -0.2813 0.2429
O 4.09704 2.95483 -0.54888 0.5269 0.1164 0.0827
O 1.17286 0.89405 0.06009 -0.0498 -0.1193 -0.1694
C 0.86756 -0.28922 0.74191 0.3678 -0.6488 0.0109
O -0.50832 -0.42738 0.94951 -0.0200 0.1353 -0.0222
C -1.36525 0.33511 0.12675 -0.3123 0.1266 -0.2259
C -2.59796 -0.52485 -0.23978 0.0907 0.3571 0.4627
O -2.42576 -1.11370 -1.50299 -0.0147 -0.2689 -0.3246
C -3.87724 0.33017 -0.31228 0.1933 -0.1035 -0.7381
O -4.44602 0.41456 0.96673 -0.0997 0.0813 0.3755
C -3.50334 1.70204 -0.88875 -0.6106 0.0514 0.1081
O -2.95406 1.58140 -2.15601 0.1592 -0.1087 -0.2198
O -2.64505 2.40242 -0.00454 0.0356 0.0001 0.0958
C -1.81915 1.62098 0.84724 0.3706 -0.2614 0.3017
C -0.61049 2.48997 1.22791 -0.7751 -0.2897 0.0937
O 0.04113 2.31467 2.21679 0.1294 0.0409 0.0953
O -0.37054 3.46691 0.36180 0.2105 0.4693 -0.3219
H 0.48592 -5.20912 1.20340 0.0640 -0.0507 0.0580
H -1.16005 -5.19151 0.53626 0.0070 0.0110 -0.0060
H -0.77391 -4.23381 1.97367 -0.0211 0.0063 0.0994
H 1.46927 -2.96171 1.43063 -0.0573 -0.1463 -0.0489
H 0.99658 -1.46652 -1.06298 0.0509 0.0619 0.1451
H 3.39847 -2.11163 -0.75429 0.0064 -0.0541 0.0420
H 3.38868 -1.40377 0.86517 0.0632 -0.0024 0.0800
H 2.99810 0.07999 -1.77092 -0.0564 0.0028 0.1278
H 4.90966 1.13260 -0.84256 -0.0315 -0.1230 0.0835
H 2.93890 1.18948 1.08301 0.0000 -0.0006 -0.0871
H 2.50907 2.45720 -1.67647 -0.0560 -0.0076 0.0586
H 2.07493 3.23931 -0.14211 0.0479 -0.0461 -0.0868
H 4.29942 3.20779 0.35934 -0.0149 0.0095 -0.0754
H 1.32091 -0.27704 1.75100 -0.0195 0.0613 -0.1678
H -0.84573 0.62073 -0.79654 -0.2366 -0.0655 0.1045
H -2.73347 -1.27372 0.54943 -0.0110 0.0461 -0.0520
H -1.79929 -1.86043 -1.42222 -0.0142 0.1338 0.0231
H -4.56092 -0.16579 -1.01903 0.1882 0.1088 0.1033
H -5.22943 0.97548 0.93221 0.0700 -0.0413 -0.0064
H -4.38076 2.36009 -0.97940 0.1588 -0.1782 0.0298
H -2.59676 0.68474 -2.27932 -0.0378 0.0477 -0.0338
H -2.35207 1.33545 1.76333 0.1721 0.1734 -0.1246
H -1.08283 3.47225 -0.30865 0.0860 -0.0923 0.2226
```
Forces are in eV/Å.

The LUMO energy is 0.58 eV. The value obtained for the highest occupied orbital energy is -0.350 hartree. The calculation puts the total energy at -38904.3159 eV. As for the SMILES: CC(=O)N[C@@H]1C[C@H](O)[C@@H](CO)O[C@H]1O[C@H]1[C@H](O)[C@@H](O)[C@H](O)O[C@@H]1C(=O)O. The gap between HOMO and LUMO comes out at 0.37085 Eh.

Record 4
Below is 3 unconnected molecules or ions with the total composition C22H43N2O7, with properties calculated with the ωB97M-V functional and the def2-TZVPD basis.

The geometry in XYZ format:
```
74
Properties=species:S:1:pos:R:3:forces:R:3
C -3.87245 2.97979 0.62595 0.7469 0.3926 0.5163
C -2.92636 3.16966 1.62190 -1.1485 -0.6636 -0.5974
C -2.48217 1.99866 2.47530 -0.6869 1.2953 0.9463
C -0.92462 1.87352 2.45671 -0.0880 0.6288 -0.3296
C -0.37379 2.12378 1.02918 -0.5943 -0.5667 -0.4221
C -1.00270 1.27227 -0.09502 1.0095 0.0276 -0.5009
N -0.25720 0.02521 -0.42640 -1.0164 0.5563 0.1969
C -0.37019 3.01818 3.36067 0.5405 -1.0238 -0.7553
C 0.88994 2.58184 4.11793 0.1801 1.6704 1.0195
C 2.10204 2.29498 3.23714 -0.1575 -0.0643 0.4168
C 1.29176 3.76114 5.05674 0.5995 -0.1170 -0.7405
N 0.49180 1.46439 4.99596 -0.8480 -0.0351 -1.1128
O -0.39670 1.82024 5.84658 0.3538 0.0596 0.4184
C 0.15566 0.21635 4.27166 -0.5548 -1.8526 0.6421
C -0.83084 -0.57110 5.16922 0.3088 -0.3652 -0.5560
C 1.37533 -0.72308 4.10488 0.4252 0.7499 -0.2995
C -0.55140 0.41854 2.89802 0.0243 0.8906 0.2801
H -4.90716 2.74931 0.85811 0.3287 -2.0190 -0.0254
H -3.58402 3.01076 -0.42127 -0.5843 2.0586 -0.1911
H -2.50617 4.16003 1.76454 1.5326 -0.3531 -0.9059
H -2.92916 1.10548 2.05670 -0.2139 -0.1394 0.2064
H -2.76812 2.16195 3.52022 0.0022 -0.5761 0.1545
H -0.49737 3.16618 0.74330 -0.1269 0.1219 0.1845
H 0.70144 1.94487 0.97759 0.0910 0.0118 0.2165
H -2.03702 0.99898 0.08383 -0.1028 0.1558 0.1161
H -0.97615 1.88656 -0.99801 -0.2232 0.0727 -0.0226
H 0.62615 -0.00138 0.06272 0.0036 -0.0949 0.0763
H -0.85065 -0.72550 -0.09900 0.4691 -0.4010 0.0772
H -1.12463 3.37312 4.05614 0.0729 -0.1062 0.2593
H -0.08649 3.85943 2.72711 -0.0671 0.1049 -0.0139
H 2.96568 2.19686 3.89324 0.1150 -0.3444 -0.0618
H 2.00428 1.42451 2.59880 0.0728 -0.0411 -0.0907
H 2.29527 3.18303 2.63977 -0.1051 -0.0288 -0.2435
H 2.24792 4.15481 4.70841 0.0447 0.0994 0.0541
H 1.44119 3.43183 6.07764 -0.2719 0.0466 0.1390
H 0.59047 4.58524 4.97692 -0.2269 -0.0359 0.3765
H -1.83285 -0.15685 5.14888 0.0015 0.2307 0.3453
H -0.44399 -0.70475 6.17422 -0.1253 0.2338 0.1821
H -0.88760 -1.56840 4.73030 -0.1761 -0.0308 -0.0419
H 2.15122 -0.51968 4.84154 -0.0608 -0.0104 0.1530
H 1.82579 -0.58954 3.12239 0.1680 -0.0592 -0.0012
H 1.08835 -1.76640 4.18337 -0.0934 -0.0503 0.0312
H -1.47151 -0.16087 2.92706 -0.0263 -0.0969 -0.0148
H 0.05044 -0.02664 2.11289 0.1597 -0.0227 0.0306
C 2.24129 -1.29978 -2.39484 0.1308 -0.1745 -0.2091
C 1.81274 -2.13984 -1.21094 0.1192 0.3811 -0.0069
O 1.65055 -3.52107 -1.57267 -0.0358 -0.0543 0.1382
C 2.77889 -4.21032 -1.72532 -0.1186 0.0211 -0.0812
O 3.89673 -3.79337 -1.57077 0.0517 -0.0111 0.0524
O 2.45600 -5.45435 -2.08767 0.0177 -0.0221 0.0162
C 3.58007 -6.28730 -2.37563 0.0918 -0.2314 -0.0542
H 1.54452 -1.42737 -3.22496 -0.1020 0.1057 0.0712
H 2.27472 -0.24531 -2.12156 -0.0746 -0.0015 0.0163
H 3.22813 -1.59486 -2.74960 0.0409 0.0172 0.1022
H 0.84139 -1.80298 -0.86484 -0.0092 -0.4092 -0.1815
H 2.51137 -2.04710 -0.37631 0.1249 -0.1728 -0.0959
H 4.28112 -6.30326 -1.54400 0.0284 0.1132 -0.0232
H 4.07789 -5.94688 -3.28245 0.0745 0.0638 0.0692
H 3.19601 -7.29073 -2.53647 -0.1582 0.0654 0.0106
C -1.29676 -2.21450 -8.30642 -0.0075 -0.1397 0.2447
C -1.66542 -0.75832 -8.11487 0.1978 -0.1245 -0.3998
O -2.40047 -0.54856 -6.90072 -0.0402 0.0877 -0.0223
C -1.67537 -0.57112 -5.78309 -0.1144 -0.0527 0.0060
O -0.48472 -0.73051 -5.71011 0.0542 0.0275 -0.0055
O -2.50151 -0.39269 -4.75182 -0.0007 0.0142 0.0117
C -1.86303 -0.48546 -3.47560 0.0374 0.0346 0.3092
H -2.18738 -2.84231 -8.25464 -0.0338 0.0410 -0.1165
H -0.81571 -2.36140 -9.27346 -0.0335 0.0332 -0.0221
H -0.61393 -2.55343 -7.52879 0.0656 0.0770 -0.0264
H -2.32519 -0.43631 -8.91848 -0.1583 0.0671 0.1585
H -0.78569 -0.11507 -8.13635 0.0278 -0.0359 0.1705
H -1.01727 0.19422 -3.40516 0.0741 -0.0910 -0.0502
H -1.54253 -1.50993 -3.28976 0.1354 0.0389 -0.0428
H -2.59987 -0.20735 -2.72658 -0.1375 0.0230 -0.1513
```
Forces are in eV/Å.

The LUMO energy (spin up / spin down) is 0.07 / 0.03 eV. As for the multiplicity: 2. As for the expectation value of S²: 0.75. The value obtained for the highest occupied orbital energy (spin up / spin down) is -0.289 / -0.288 hartree. The calculation puts the total energy at -40818.9493 eV. The gap between HOMO and LUMO (spin up / spin down) comes out at 0.29123 / 0.28941 Eh.

Record 5
Below is C4H4Cl2O2 in the gas phase, with properties calculated with the ωB97M-V functional and the def2-TZVPD basis.

The geometry in XYZ format:
```
12
Properties=species:S:1:pos:R:3:forces:R:3
C 0.62089 -0.90960 -0.20018 -0.7470 0.0367 0.2820
C -0.70641 -0.35669 -0.85390 -0.6488 -0.9096 -0.7262
C -1.23286 0.13944 0.40443 0.4910 1.0462 1.5270
C 1.53436 0.12880 0.07493 1.4610 -0.3771 -0.1317
O 0.69377 -2.09676 0.11756 0.0495 0.9089 -0.4547
O -1.45574 1.47754 0.61154 0.1906 -1.8188 -1.2827
Cl 1.52239 1.83783 -0.15529 -0.6966 -0.3959 -0.2301
Cl 3.16046 -0.45677 0.11933 0.2123 -0.0085 0.4583
H -0.51643 0.31761 -1.72470 -0.4512 -0.1582 1.1579
H -1.18648 -1.30426 -1.20190 0.2714 0.8037 0.3038
H -1.27844 -0.52637 1.33295 -0.0976 0.8405 -1.6167
H -1.15550 1.74925 1.47524 -0.0347 0.0321 0.7130
```
Forces are in eV/Å.

The LUMO energy (spin up / spin down) is -0.52 / -1.33 eV. For the relative energy (zero: lowest compared OMol25 entry of this formula, charge and spin), the calculation gives 306.24 kJ/mol. The value obtained for the highest occupied orbital energy (spin up / spin down) is -0.305 / -0.288 hartree. The calculation puts the total energy at -33349.1175 eV. The gap between HOMO and LUMO (spin up / spin down) comes out at 0.28595 / 0.23866 Eh.

Record 6
Below is a gas-phase ion, C10H22FIN2 (charge +2), with properties calculated with the ωB97M-V functional and the def2-TZVPD basis.

The geometry in XYZ format:
```
36
Properties=species:S:1:pos:R:3:forces:R:3
C 0.63986 -1.75483 -4.23699 0.8382 -1.9260 -2.4213
N -0.01219 -0.57001 -3.64347 -1.5775 -2.0733 0.0788
C -0.03379 -0.73757 -2.15567 -0.2856 4.7883 1.0951
C -0.81149 0.50743 -1.57203 3.4872 -1.0897 -0.4260
C -1.12543 0.32075 -0.13536 2.3950 -2.3991 -1.7257
C 0.24143 0.25265 0.57858 -1.9941 0.9830 -1.2676
N -0.10348 0.03202 1.99802 3.8145 0.8912 1.4370
C -0.52427 1.17908 2.80657 2.1955 -0.0524 5.1844
C 0.64950 2.10398 3.14438 -3.5334 1.6947 -0.4568
C -1.19871 0.59209 4.30083 2.0866 -3.5812 -5.8809
F -0.28698 -0.24668 4.87674 -0.0364 0.5726 -0.1860
I -2.89246 -0.61706 3.73939 0.0611 0.3028 0.2087
C 1.00616 -0.95687 0.10883 -1.3913 -0.6907 -3.4457
C 1.30785 -0.76935 -1.38005 -2.0549 0.2397 -1.9993
H 0.50790 -1.72653 -5.38080 0.9480 0.2618 1.7585
H 1.64608 -1.90953 -3.82934 0.0772 0.7850 -0.9034
H 0.24099 -2.77690 -4.00067 -0.8628 1.3632 0.4267
H -1.01097 -0.61877 -4.09912 2.1135 1.0480 1.4416
H 0.48111 0.29993 -3.77102 0.0596 0.4376 -1.1784
H -0.55494 -1.58153 -2.03571 -2.0165 -3.3739 0.8723
H -1.64903 0.75174 -2.06467 -3.3054 0.4333 -2.1459
H -0.14587 1.36005 -1.76417 0.0198 0.0896 0.3254
H -1.70763 1.08363 0.12984 -2.0660 3.3706 1.5942
H -1.80840 -0.53760 -0.13418 0.6073 -0.4534 0.8711
H 0.81146 1.29295 0.28447 -1.1750 -2.6114 1.5236
H -0.91921 -0.52749 2.15170 -0.6357 -2.0362 -0.4286
H 0.83171 -0.37354 2.35522 -2.2686 0.3060 0.4782
H -1.20694 1.72652 2.30273 -2.7043 1.3101 -1.5530
H 0.47419 2.90119 3.87146 -0.3130 -0.7209 0.4614
H 1.47051 1.58703 3.31025 3.9112 -2.6076 1.7569
H 0.95226 2.69536 2.33970 0.0625 0.9331 -2.0071
H -1.42908 1.35177 4.88794 -1.1650 3.4232 2.6958
H 0.53863 -1.97206 0.08687 -0.2437 0.9534 1.0690
H 1.93298 -1.02519 0.50443 2.9335 -0.3328 2.0084
H 1.81676 0.11367 -1.63705 0.6758 1.7404 0.2448
H 1.87147 -1.45036 -1.93767 1.3427 -1.9788 0.4941
```
Forces are in eV/Å.

The LUMO energy is -5.85 eV. For the relative energy (zero: lowest compared OMol25 entry of this formula, charge and spin), the calculation gives 0.00 kJ/mol. The value obtained for the highest occupied orbital energy is -0.580 hartree. Its total charge is +2. The calculation puts the total energy at -24506.2786 eV. As for the SMILES: C[NH2+][C@H]1CC[C@H]([NH2+][C@H](C)[C@H](F)I)CC1. The gap between HOMO and LUMO comes out at 0.36539 Eh.